[1]
189
Properties=species:S:1:pos:R:3:forces:R:3 method="wB97M-V/def2-TZVPD" homo_lumo_gap_ev=6.4 total_charge=+3 energy_ha=-5404.377730 homo_ev=-11.7
C 4.497410 1.164402 8.922734 0.00 -0.09 0.75
C 4.125854 0.033221 7.996479 0.58 0.33 -0.67
C 3.821801 0.573449 6.605923 -0.10 1.04 -0.87
C 4.975386 1.370499 5.931090 -0.18 -1.52 -0.25
N 4.632405 2.167968 4.693214 1.39 0.93 -0.84
C 5.818645 3.108516 4.373442 0.45 -0.19 0.96
C 5.819786 3.426710 2.882102 -0.36 2.28 0.86
C 4.815734 2.514033 2.236086 0.14 -1.53 0.49
C 4.602672 1.414673 3.314712 -1.74 0.56 1.06
C 3.364196 2.963519 4.905905 0.77 -0.57 -1.51
H 4.660894 0.736013 9.911511 0.16 0.33 0.10
H 3.732689 1.936048 9.019059 -0.20 -0.11 -0.07
H 5.408445 1.667238 8.599264 0.13 -0.12 0.22
H 3.257468 -0.529254 8.338052 0.03 0.08 0.08
H 4.974192 -0.651167 7.947908 -0.06 -0.23 0.01
H 3.050842 1.334741 6.734637 -0.51 -0.38 0.04
H 3.462033 -0.224034 5.955079 -0.07 0.12 -0.17
H 5.706140 0.660909 5.542018 0.45 0.14 0.51
H 5.387339 2.068074 6.658310 0.20 0.00 -0.28
H 5.791983 3.947602 5.068543 -0.29 0.18 -0.25
H 6.766350 2.621482 4.605070 -0.34 -0.61 0.27
H 5.468045 4.456528 2.800905 -0.04 0.08 -0.26
H 6.839818 3.502250 2.507808 -0.10 -0.68 -0.18
H 3.877132 3.020077 2.014386 0.06 -0.07 -0.04
H 5.198847 2.069631 1.317968 -0.17 -0.09 0.02
H 3.590437 1.011864 3.340845 0.25 -0.63 -0.69
H 5.367545 0.640270 3.339428 -0.04 0.11 0.03
H 3.382580 3.481853 5.862465 -0.01 -0.07 -0.15
H 2.544034 2.259216 4.774017 -0.13 0.19 0.44
H 3.356256 3.626620 4.041490 -0.34 0.45 0.42
C 0.208840 4.121426 -5.587408 -1.78 -0.37 -0.90
C -1.346328 3.969859 -5.404897 0.35 -0.13 0.69
C -2.089585 3.014524 -6.394644 0.55 -0.09 0.43
C -3.621542 3.026634 -6.182751 0.38 1.16 0.86
N -4.441758 1.994314 -6.848484 0.47 -2.55 -1.65
C -5.931916 1.916326 -6.441198 0.28 2.24 -0.82
C -6.380568 0.474759 -6.414422 -0.86 0.77 0.75
C -5.164671 -0.345904 -6.671780 -0.42 -0.15 -1.64
C -4.016420 0.564872 -6.416098 1.22 0.69 0.74
C -4.226472 2.170221 -8.376455 -0.92 -0.75 0.97
H 0.341166 4.559172 -6.577633 0.35 0.26 0.08
H 0.688062 3.142931 -5.642368 0.15 -0.05 0.35
H 0.603313 4.781253 -4.815653 0.07 -0.11 -0.02
H -1.753115 4.977188 -5.308201 -0.23 0.04 -0.59
H -1.535864 3.575777 -4.404259 0.02 -0.20 0.13
H -1.719944 2.021322 -6.131432 -0.05 -0.22 0.02
H -1.715209 3.161527 -7.408379 -0.47 0.34 -0.19
H -4.062667 3.982718 -6.466740 0.11 0.08 -0.13
H -3.801813 2.934118 -5.113357 -0.12 -0.14 0.22
H -6.453127 2.462170 -7.228041 -0.03 0.09 0.05
H -6.054339 2.518058 -5.540815 0.19 -0.44 0.30
H -7.113567 0.388402 -7.215179 -0.25 -0.52 0.42
H -6.786517 0.232800 -5.432527 -0.36 0.17 -0.15
H -5.198853 -0.500417 -7.751833 0.39 -0.62 -0.05
H -5.221123 -1.318792 -6.186552 0.57 0.17 0.12
H -3.118961 0.212100 -6.923198 0.10 0.48 -0.04
H -3.794443 0.739862 -5.362253 -0.05 -0.41 0.18
H -4.928554 1.539529 -8.921552 -0.16 0.04 0.20
H -3.234987 1.800412 -8.630834 0.07 0.53 0.14
H -4.434594 3.211658 -8.615125 0.34 -0.08 -0.04
C 1.504743 -9.643526 5.788698 -1.14 0.75 0.05
C 0.581924 -8.769170 4.867747 0.54 0.34 0.20
C 1.111762 -7.308361 4.631553 -0.01 -0.01 0.74
C 0.911498 -6.744421 3.240575 0.22 -0.22 -0.58
N 1.319668 -5.272884 3.014325 1.13 0.55 0.57
C 0.260020 -4.243232 3.403628 -0.22 -0.18 0.76
C -0.781404 -4.243792 2.265368 0.29 -1.05 0.89
C 0.061679 -4.512649 1.045779 0.69 0.50 -0.42
C 1.451922 -4.983727 1.526461 -0.13 0.24 -0.24
C 2.703904 -4.997840 3.720683 -1.17 -0.83 -0.89
H 2.530695 -9.722123 5.431155 -0.08 0.03 -0.07
H 1.069502 -10.635258 5.910056 0.11 -0.07 -0.35
H 1.484592 -9.247150 6.804489 0.32 0.23 -0.02
H -0.394689 -8.621571 5.327930 -0.10 -0.56 -0.09
H 0.468501 -9.311273 3.928440 -0.17 0.19 -0.15
H 2.145846 -7.330919 4.976701 0.19 0.30 -0.46
H 0.598253 -6.596280 5.280383 -0.07 -0.26 0.49
H -0.131485 -6.823011 2.932884 -0.07 0.11 0.11
H 1.478054 -7.338574 2.522890 0.15 0.19 -0.10
H 0.769289 -3.283751 3.500783 0.11 0.07 -0.60
H -0.068884 -4.419431 4.428084 -0.35 -0.48 -0.17
H -1.345774 -3.314542 2.205064 0.08 -0.05 0.24
H -1.458573 -5.097826 2.248989 -0.34 0.25 1.15
H 0.096611 -3.521578 0.593459 0.64 -0.44 -0.88
H -0.395299 -5.282937 0.426255 0.02 0.36 -0.31
H 2.185611 -4.187299 1.402827 -0.06 0.07 0.19
H 1.822513 -5.864228 1.003303 -0.07 -0.04 0.17
H 2.638787 -5.178340 4.791910 -0.28 0.19 -0.15
H 3.064520 -3.997931 3.485075 -0.36 -0.01 -0.07
H 3.365194 -5.748956 3.289600 0.13 0.12 0.06
C 7.574004 -1.067009 -6.678500 -0.83 0.53 0.71
C 6.392188 -0.362966 -5.987120 -1.36 0.08 0.01
C 6.188262 -0.681569 -4.469788 0.07 0.61 0.35
C 5.008999 0.042585 -3.765507 0.38 -0.51 -0.50
N 4.794440 -0.314028 -2.282516 -0.23 0.06 0.01
C 4.201576 -1.766358 -2.186572 0.47 0.69 0.55
C 2.717892 -1.638622 -2.552353 -0.28 1.50 0.77
C 2.393912 -0.106973 -2.312696 -0.68 -0.44 -0.35
C 3.631702 0.531966 -1.758483 0.96 0.59 -0.78
C 6.019086 -0.045374 -1.357724 -1.59 -1.90 -0.98
H 7.356605 -2.128457 -6.794975 0.24 -0.06 0.26
H 8.450676 -0.884943 -6.057670 0.34 -0.26 -0.47
H 7.664206 -0.666342 -7.687327 0.35 0.11 0.15
H 5.490492 -0.597424 -6.557745 -0.28 -0.57 0.23
H 6.362391 0.715744 -6.150653 0.79 0.21 0.35
H 7.100471 -0.397409 -3.942955 0.22 -0.25 -0.03
H 5.990074 -1.741464 -4.307112 0.40 -0.16 -0.25
H 4.131234 -0.307052 -4.309176 -0.34 0.33 0.32
H 5.050104 1.130894 -3.797258 0.20 -0.05 -0.16
H 4.295991 -2.045933 -1.136980 -0.07 0.16 0.08
H 4.825002 -2.462190 -2.745689 -0.16 0.24 -0.27
H 2.093494 -2.106588 -1.791969 0.29 -0.64 -0.21
H 2.425581 -1.950918 -3.553372 0.25 -0.10 0.09
H 1.538616 0.029770 -1.651119 0.18 -0.23 0.27
H 2.089600 0.404548 -3.226249 0.22 -0.16 -0.20
H 3.751860 0.650728 -0.682404 -0.43 -0.69 0.06
H 3.755618 1.527734 -2.185997 0.16 0.06 0.02
H 6.706531 -0.862164 -1.573757 0.45 0.50 -0.09
H 5.594454 -0.268713 -0.379461 0.30 0.45 0.19
H 6.407957 0.962399 -1.487036 -0.08 -0.18 -0.09
C -4.553805 3.058354 1.001439 0.42 -0.11 0.39
C -3.589264 3.497305 2.141648 -0.83 -0.95 -0.15
N -3.210460 4.888456 1.987915 -0.35 2.19 -0.21
C -4.035584 5.966361 2.332187 1.96 1.79 -1.03
C -3.341156 7.147590 1.961252 -0.07 -3.13 0.31
N -2.118992 6.728359 1.410130 -1.65 -1.10 0.65
C -2.096104 5.364458 1.410493 -0.40 1.14 0.82
C -1.118855 7.674268 0.895909 -0.15 -0.55 -0.27
H -5.010424 2.078634 1.142968 0.38 -0.12 0.47
H -4.039661 3.001656 0.042739 -0.20 0.38 -0.05
H -5.413516 3.726311 0.949895 0.23 0.28 -0.18
H -2.675942 2.912848 2.250115 -0.01 -0.05 -0.43
H -4.060030 3.387872 3.118238 -0.13 0.14 -0.08
H -5.007074 5.858008 2.788106 0.14 -0.15 -0.04
H -3.571898 8.193849 2.085337 -0.08 -0.14 -0.08
H -1.276007 4.707761 1.165202 0.04 0.35 -0.36
H -0.182508 7.122599 0.833122 0.10 0.44 -0.10
H -1.090143 8.529474 1.569014 0.23 -0.16 0.01
H -1.425697 7.988395 -0.101238 0.24 -0.05 -0.05
C -1.541943 -1.123826 -0.014353 -0.59 1.07 0.83
C -2.065956 0.346070 0.298852 0.19 -1.11 -0.86
N -1.170669 1.387113 -0.200711 1.75 1.65 -0.48
C -1.607675 2.367540 -1.084397 0.48 -0.42 0.20
C -0.559234 3.207599 -1.342727 -0.51 -0.16 0.22
N 0.494461 2.772228 -0.579737 -0.05 -1.33 0.58
C 0.126501 1.668393 0.112002 -1.63 0.33 -0.18
C 1.831080 3.367366 -0.486829 -0.42 0.32 -0.20
H -1.624223 -1.375043 -1.072149 -0.02 0.38 -0.13
H -2.203381 -1.808527 0.517000 -0.01 0.07 0.12
H -0.514528 -1.305585 0.302530 0.05 0.26 0.17
H -2.320610 0.617851 1.322348 0.25 -0.80 0.16
H -2.967881 0.496563 -0.294928 -0.15 -0.09 0.14
H -2.639450 2.328612 -1.400507 -0.05 0.23 -0.54
H -0.470731 4.103751 -1.934318 -0.02 0.37 -0.27
H 0.662438 1.205182 0.927643 0.35 -0.35 -0.36
H 2.027345 3.961217 -1.379402 -0.16 0.02 -0.01
H 2.567776 2.570030 -0.406766 -0.08 0.13 0.26
H 1.828640 4.047792 0.364149 0.33 -0.08 0.02
C -3.648720 -4.532858 0.373663 1.68 -0.07 -0.31
C -4.887063 -4.854286 -0.492171 0.75 1.65 1.03
N -5.262599 -3.574003 -1.091058 -0.88 2.01 -0.26
C -4.478095 -2.782489 -1.904377 -0.55 1.98 -0.32
C -5.111461 -1.541744 -2.085715 -0.07 -2.37 1.72
N -6.271362 -1.604389 -1.285104 1.45 -1.93 -1.01
C -6.350509 -2.869155 -0.766473 0.43 1.83 -0.19
C -7.250850 -0.545419 -1.126622 -0.78 0.06 0.08
H -3.708685 -3.769836 1.150859 -1.18 0.13 -0.14
H -2.857941 -4.119679 -0.256023 0.05 -0.09 -0.32
H -3.131121 -5.334833 0.900665 -0.65 -0.68 -0.35
H -5.680972 -5.056350 0.225409 -0.26 -0.91 -0.68
H -4.731036 -5.451565 -1.388877 0.02 -1.01 0.83
H -3.476884 -3.046462 -2.206488 -0.25 -0.27 -0.15
H -4.806565 -0.660578 -2.632908 -0.17 0.17 0.16
H -7.140722 -3.208411 -0.114313 0.04 0.02 -0.05
H -6.971668 0.181737 -0.365264 0.22 -0.28 0.08
H -8.176186 -1.050516 -0.851705 -0.10 0.34 0.07
H -7.395696 0.003711 -2.055881 0.17 -0.20 -0.04
Cl -4.979791 2.231470 -2.677841 0.30 -0.53 -0.11
Cl 0.222431 6.737211 -2.588027 -0.06 -0.72 0.46
Cl 2.215418 -0.972718 1.264957 0.17 0.02 -0.11
N -4.722940 0.469733 3.389977 -2.76 -2.01 -3.21
S -5.208761 -0.985090 2.800293 -4.27 -1.11 -0.73
O -5.492894 -1.977731 3.840819 1.19 1.55 -2.19
O -4.659658 -1.415140 1.502876 -0.70 0.86 2.02
F -6.743021 -0.480041 2.407622 1.83 -0.40 0.03
S -3.467631 0.005547 4.074577 5.56 1.37 4.36
O -2.472345 -0.719606 3.291587 -1.18 0.07 0.63
O -3.649578 -0.283919 5.470844 0.55 -0.30 -1.26
F -2.781334 1.487463 4.111212 0.08 -0.29 0.09

=====

[2]
13
Properties=species:S:1:pos:R:3:forces:R:3 method="wB97M-V/def2-TZVPD" homo_lumo_gap_ev=8.6 total_charge=0 energy_ha=-249.262456 homo_ev=-8.3 relative_energy_ev=5.736
C 1.182683 0.564927 0.596581 0.12 -0.59 -0.45
C 0.573459 1.483744 -0.327370 -1.23 0.23 2.14
C 0.880765 -1.096682 -0.331033 -1.51 -1.25 2.42
C -0.092465 0.003501 0.144698 -0.01 0.61 -1.33
C -1.517270 -0.262701 0.498244 -2.31 -0.03 0.50
N 2.026550 -0.355772 0.208595 1.47 0.07 0.77
H 0.014670 2.322809 0.087819 -0.23 -0.35 -0.08
H 0.947904 1.653676 -1.290541 0.75 -0.03 -1.29
H 0.589176 -2.174592 -0.010181 0.76 1.70 -0.33
H 1.169604 -1.049618 -1.336702 -0.13 -0.13 -1.98
H -2.371495 0.356440 -0.055745 2.12 -1.38 0.61
H -1.829281 -0.054619 1.610275 0.95 -0.82 -1.86
H -1.574304 -1.391109 0.205362 -0.75 1.98 0.89

=====

[3]
2
Properties=species:S:1:pos:R:3:forces:R:3 method="wB97M-V/def2-TZVPD" homo_lumo_gap_ev="11.9 / 8.6" total_charge=+2 spin_multiplicity=6 energy_ha=-1722.924657 homo_ev="-26.2 / -25.7" relative_energy_ev=0.000
Fe -0.153877 -1.007502 -0.109642 0.05 0.33 0.04
Cl 0.153877 1.007503 0.109642 -0.05 -0.33 -0.04